Arrangement P

Entry from the OMol25 dataset: a 2-piece molecular cluster, C12H16N2O overall (wB97M-V/def2-TZVPD).

Computed properties:
LUMO level = 0.8 eV
total charge = 0
HOMO energy = -7.96 eV

Element x y z (Å)
C  -3.814  -0.817  -0.383
C  -0.365  0.232  -1.394
C  -1.555  0.515  -0.673
C  -2.489  -0.543  -0.966
C  -1.790  -1.488  -1.668
C  0.671  1.167  -1.430
C  0.516  2.348  -0.749
C  -1.623  1.626  0.193
C  -0.592  2.537  0.123
N  -0.505  -0.994  -1.947
H  0.077  -1.522  -2.565
H  1.608  0.903  -1.908
H  -2.009  -2.441  -2.117
H  1.320  3.070  -0.678
H  -2.309  1.554  1.028
H  -4.511  -1.341  -1.050
H  -4.293  0.125  -0.104
H  -0.400  3.225  0.942
H  -3.745  -1.558  0.422
C  1.182  -0.626  1.860
C  1.353  -0.572  3.373
C  2.395  -0.910  1.044
O  2.771  -2.019  0.704
N  2.967  0.184  0.424
H  0.451  -1.370  1.534
H  0.836  0.372  1.566
H  0.470  -0.131  3.845
H  2.228  0.034  3.613
H  3.775  0.198  -0.167
H  2.735  1.111  0.720
H  1.408  -1.545  3.863

Arrangement Q

Entry from the OMol25 dataset: a 2-piece molecular cluster, C12H16N2O overall (wB97M-V/def2-TZVPD).

Computed properties:
LUMO level = 0.9 eV
total charge = 0
HOMO energy = -8.15 eV

Element x y z (Å)
C  -2.165  1.020  -1.619
C  -1.840  0.095  -0.478
C  -2.029  2.463  -1.262
C  -2.641  3.585  -1.808
C  -1.126  4.212  -0.321
N  -1.165  2.896  -0.308
N  -2.030  4.663  -1.237
H  -1.592  0.932  -2.545
H  -3.245  0.917  -1.803
H  -1.427  -0.891  -0.656
H  -3.149  3.746  -2.747
H  -0.428  4.842  0.189
H  -2.206  5.615  -1.534
H  -2.673  -0.032  0.232
H  -1.179  0.533  0.276
C  3.706  -0.676  1.563
C  0.519  -3.287  0.496
C  0.632  -2.920  1.828
C  1.318  -2.763  -0.502
C  1.648  -2.046  2.187
C  2.340  -1.910  -0.115
C  2.553  -1.585  1.210
O  -0.434  -4.173  0.067
H  -0.078  -3.261  2.572
H  -1.068  -4.413  0.726
H  1.275  -3.169  -1.499
H  1.687  -1.689  3.209
H  2.898  -1.476  -0.933
H  3.948  -0.669  2.621
H  3.410  0.342  1.286
H  4.541  -0.899  0.904

The structure with the greatest stability is arrangement P.